## w
This record from OMol25 describes a 7-piece molecular cluster, H15NO6 overall. The level of theory is ωB97M-V/def2-TZVPD.

SMILES: N.O.O.O.O.O.O
HOMO, eV: -10.9
Frontier orbital gap, eV: 11.113
E_LUMO, eV: 0.2

Atoms and positions in Å:
N (1.6098, -1.4265, 2.3390)
H (2.5684, -1.2886, 2.0326)
H (1.8456, -1.6958, 3.2717)
H (1.2670, -0.4037, 2.4309)
H (2.0921, -4.6480, 0.0175)
H (1.0808, -3.8976, -0.9380)
O (1.5708, -3.8288, -0.0867)
H (0.3569, 1.5995, -2.0490)
H (0.5001, 2.9425, -1.5082)
O (0.7997, 2.4155, -2.2546)
H (1.5880, 1.3621, 3.7291)
H (1.3948, 2.5116, 2.8738)
O (1.0113, 2.1002, 3.5328)
H (-2.0239, 0.1669, -0.8995)
H (-3.5715, 0.0255, -1.0432)
O (-2.8775, 0.5502, -0.6027)
H (0.3726, -0.8433, 0.1226)
H (0.1252, 0.8561, 0.0680)
O (0.1633, -0.0011, -0.4534)
H (-3.2160, 1.6872, -2.9466)
H (-3.7278, 0.8652, -4.1150)
O (-2.9297, 0.9510, -3.5211)

These are the Löwdin partial charges, in e, on atoms 1 to 8: number 1, N, carries 0.011; number 2, H, carries 0.013; number 3, H, carries -0.005; number 4, H, carries 0.030; number 5, H, carries 0.040; number 6, H, carries 0.049; number 7, O, carries -0.093; number 8, H, carries -0.011

## x
This record from OMol25 describes a 7-piece molecular cluster, H15NO6 overall. The level of theory is ωB97M-V/def2-TZVPD.

SMILES: N.O.O.O.O.O.O
HOMO, eV: -10.7
Frontier orbital gap, eV: 11.150
E_LUMO, eV: 0.4

Atoms and positions in Å:
N (0.5320, -1.3567, 1.3683)
H (0.3373, -0.6251, 2.0457)
H (-0.2598, -1.3388, 0.7365)
H (0.4350, -2.2395, 1.8568)
H (2.6522, 3.1249, 0.6835)
H (1.2215, 2.8083, 1.1100)
O (1.8366, 2.7215, 0.3690)
H (1.3323, -0.5205, -2.7709)
H (1.7546, -1.7825, -3.6037)
O (1.0145, -1.2345, -3.3444)
H (-2.2254, -1.2079, -0.0937)
H (-3.3933, -1.5934, 0.8053)
O (-2.6018, -1.0458, 0.7912)
H (-2.3064, 2.7343, 2.6877)
H (-1.4564, 1.4711, 2.4642)
O (-1.4009, 2.4190, 2.6136)
H (-0.6453, -1.3399, -2.4224)
H (-0.6824, -0.0307, -1.7193)
O (-1.2905, -0.7375, -2.0153)
H (1.6708, -0.7879, -0.1745)
H (1.5565, 0.6997, -0.5289)
O (1.9190, -0.1383, -0.8587)

These are the Löwdin partial charges, in e, on atoms 1 to 8: number 1, N, carries 0.037; number 2, H, carries 0.030; number 3, H, carries -0.005; number 4, H, carries 0.036; number 5, H, carries 0.048; number 6, H, carries 0.037; number 7, O, carries -0.049; number 8, H, carries 0.015

## y
This record from OMol25 describes a 7-piece molecular cluster, H15NO6 overall. The level of theory is ωB97M-V/def2-TZVPD.

SMILES: N.O.O.O.O.O.O
HOMO, eV: -10.9
Frontier orbital gap, eV: 11.146
E_LUMO, eV: 0.2

Atoms and positions in Å:
N (-1.3664, -3.2276, 3.1525)
H (-2.2120, -3.4863, 2.5213)
H (-1.8183, -2.5392, 3.6772)
H (-1.3712, -4.0398, 3.8263)
H (-0.8440, 4.7176, -0.9255)
H (-2.0146, 4.4703, 0.0386)
O (-1.7839, 4.3640, -0.8723)
H (2.2568, -4.3640, 2.0508)
H (1.8476, -4.1291, 3.4692)
O (2.2779, -3.6851, 2.7131)
H (0.4026, 2.8750, -2.4333)
H (0.5509, 2.7259, -0.9625)
O (1.0783, 2.7368, -1.7624)
H (-1.6827, 0.3811, 2.3202)
H (-2.1411, -0.7083, 1.6727)
O (-2.0954, 0.2060, 1.4964)
H (3.1422, -0.5633, -2.6643)
H (2.6735, 0.0590, -3.9042)
O (3.3019, -0.5513, -3.6372)
H (-1.2516, 0.2974, -0.5130)
H (-1.8200, 0.5809, -1.9453)
O (-1.0479, 0.2191, -1.4745)

These are the Löwdin partial charges, in e, on atoms 1 to 8: number 1, N, carries -0.014; number 2, H, carries 0.055; number 3, H, carries -0.045; number 4, H, carries 0.033; number 5, H, carries 0.066; number 6, H, carries 0.014; number 7, O, carries -0.072; number 8, H, carries 0.016

Most stable: x

## w
This record from OMol25 describes an isolated ion of composition C7H14N3O and charge +1. The level of theory is ωB97M-V/def2-TZVPD.

SMILES: CC(C)/[NH+]=C/C=C(N)\N=C/O
HOMO, eV: -12.5
Frontier orbital gap, eV: 8.663
Total charge: +1
E_LUMO, eV: -3.8

Atoms and positions in Å:
C (0.9662, 0.5938, 1.7392)
C (0.9565, -0.4994, 0.8617)
C (0.1239, 1.6698, 1.7109)
C (-0.9365, 2.5268, -0.2881)
C (-1.2118, -1.8338, -1.8814)
C (0.8601, -2.9383, -0.9454)
C (0.1363, -1.5489, -1.2736)
N (-0.7864, 1.8501, 0.7458)
N (0.0007, 2.4430, 2.8282)
N (0.0510, -0.7568, -0.0618)
O (-0.4780, 3.6389, -0.7689)
H (1.9336, 0.4986, 2.2614)
H (1.7642, -1.2570, 0.8050)
H (-1.8207, 2.3787, -0.9668)
H (-1.7305, -2.5357, -1.3283)
H (-1.7416, -0.8969, -1.6754)
H (-1.3344, -1.9915, -2.9502)
H (0.6963, -3.2849, 0.0510)
H (1.9242, -2.9308, -1.2482)
H (0.4440, -3.6715, -1.7683)
H (0.7913, -0.9091, -1.9705)
H (0.4243, 2.3163, 3.7894)
H (-0.4064, 3.3292, 2.7490)
H (-0.8774, -0.3109, -0.0285)
H (0.2513, 4.1202, -0.3864)

These are the Löwdin partial charges, in e, on atoms 1 to 8: number 1, C, carries -0.035; number 2, C, carries -0.050; number 3, C, carries -0.360; number 4, C, carries -0.245; number 5, C, carries -0.051; number 6, C, carries -0.044; number 7, C, carries -0.386; number 8, N, carries 0.159

## x
This record from OMol25 describes a 2-piece molecular cluster, C7H14N3O overall. The level of theory is ωB97M-V/def2-TZVPD.

HOMO, eV: -11.8
Frontier orbital gap, eV: 8.655
Total charge: +1
E_LUMO, eV: -3.1

Atoms and positions in Å:
C (-2.0617, 2.0278, -2.7544)
C (-0.0287, 1.1177, 1.2743)
C (1.0821, 0.9246, 1.9727)
C (-0.4820, -0.6962, -0.4611)
C (1.8061, -0.2592, 2.2862)
C (0.9986, -0.8279, -0.8821)
C (-1.2418, -2.5465, -1.8354)
N (-1.4224, 1.6954, -1.8814)
N (-0.8534, 0.0298, 0.5965)
N (-0.7623, 2.2721, 1.3146)
O (-1.4043, -1.4969, -0.9198)
H (-2.7433, 2.2476, -3.6556)
H (1.6361, 1.7747, 2.4637)
H (2.7014, -0.2996, 1.6077)
H (1.2038, -1.1643, 2.0157)
H (2.0598, -0.5220, 3.3009)
H (0.9581, -1.2039, -1.9313)
H (1.3642, -1.6990, -0.3043)
H (1.5741, 0.0502, -0.6245)
H (-0.1554, -2.7671, -2.0630)
H (-1.8714, -2.2542, -2.7004)
H (-1.8187, -3.3408, -1.4668)
H (-1.8140, 0.0618, 0.7655)
H (-1.2440, 2.4942, 0.4759)
H (-0.3814, 3.1368, 1.6785)

These are the Löwdin partial charges, in e, on atoms 1 to 8: number 1, C, carries -0.030; number 2, C, carries -0.313; number 3, C, carries -0.140; number 4, C, carries -0.299; number 5, C, carries -0.124; number 6, C, carries 0.050; number 7, C, carries -0.008; number 8, N, carries 0.077

## y
This record from OMol25 describes a 2-piece molecular cluster, C7H14N3O overall. The level of theory is ωB97M-V/def2-TZVPD.

HOMO, eV: -13.0
Frontier orbital gap, eV: 9.327
Total charge: +1
E_LUMO, eV: -3.6

Atoms and positions in Å:
C (-1.9878, 1.4840, 0.5743)
C (-2.6690, 0.3137, 0.7598)
C (-1.6889, 0.3278, -1.1888)
C (0.3051, -2.0115, 0.1780)
C (1.4545, 0.0873, -0.7190)
C (2.0841, 1.4260, -0.2873)
C (0.6317, -0.5803, 0.3286)
N (-1.3756, 1.4716, -0.6423)
N (-2.4463, -0.4293, -0.3658)
N (0.3215, 0.0805, 1.3863)
O (1.1698, 2.2870, 0.3543)
H (-1.9074, 2.3359, 1.2182)
H (-3.2779, -0.0348, 1.5686)
H (-1.4076, 0.0163, -2.1747)
H (-0.5394, -2.3089, 0.7948)
H (1.1697, -2.5985, 0.4981)
H (0.1237, -2.2692, -0.8628)
H (2.2411, -0.5959, -1.0471)
H (0.8171, 0.2636, -1.5893)
H (2.8834, 1.2505, 0.4384)
H (2.5216, 1.9108, -1.1661)
H (-0.2048, -0.3183, 2.1526)
H (0.5721, 1.0999, 1.3848)
H (-2.9038, -1.2994, -0.5877)
H (0.4568, 2.5373, -0.2604)

These are the Löwdin partial charges, in e, on atoms 1 to 8: number 1, C, carries -0.151; number 2, C, carries -0.091; number 3, C, carries -0.213; number 4, C, carries 0.002; number 5, C, carries -0.095; number 6, C, carries -0.204; number 7, C, carries -0.299; number 8, N, carries 0.052

Most stable: y

## w
This record from OMol25 describes a 4-piece molecular cluster, C2H14N2O3 overall. The level of theory is ωB97M-V/def2-TZVPD.

SMILES: CNCN.O.O.O
HOMO, eV: -8.2
Frontier orbital gap, eV: 8.133
E_LUMO, eV: -0.1

Atoms and positions in Å:
C (-0.8129, 1.3181, 1.5532)
N (-1.4837, 0.5885, 0.4539)
C (-1.5608, 1.2632, -0.8307)
N (-0.3542, 1.3151, -1.6088)
H (-0.1744, 2.1668, 1.3058)
H (-1.6538, 1.6801, 2.1478)
H (-0.2192, 0.6306, 2.1442)
H (-1.1450, -0.3582, 0.4671)
H (-1.9726, 2.2510, -0.6252)
H (-2.3512, 0.7544, -1.3845)
H (0.4301, 1.6476, -1.0668)
H (-0.1174, 0.4033, -1.9704)
H (2.0182, 0.6562, 1.4649)
H (1.6072, -0.5434, 1.0372)
O (1.7994, 0.3151, 0.6180)
H (1.9006, -1.8411, -2.3461)
H (0.6501, -2.1846, -1.4821)
O (0.9413, -1.8726, -2.3425)
H (0.5290, -2.0164, 0.8738)
H (0.9451, -3.4444, 1.1153)
O (1.0240, -2.7291, 0.4759)

These are the Löwdin partial charges, in e, on atoms 1 to 8: number 1, C, carries -0.148; number 2, N, carries -0.122; number 3, C, carries -0.336; number 4, N, carries 0.024; number 5, H, carries 0.073; number 6, H, carries 0.068; number 7, H, carries 0.051; number 8, H, carries 0.067

## x
This record from OMol25 describes a 4-piece molecular cluster, C2H14N2O3 overall. The level of theory is ωB97M-V/def2-TZVPD.

SMILES: NCCN.O.O.O
HOMO, eV: -9.5
Frontier orbital gap, eV: 10.170
E_LUMO, eV: 0.7

Atoms and positions in Å:
C (0.6814, 1.2994, 1.0721)
C (-0.3802, 0.1974, 1.0548)
N (0.0535, -0.9290, 1.9184)
N (0.3912, 2.5093, 0.2512)
H (1.6274, 0.8857, 0.7059)
H (0.8769, 1.5710, 2.1114)
H (-0.5059, -0.1957, 0.0503)
H (-1.2861, 0.6246, 1.4793)
H (1.0408, -1.0819, 1.8256)
H (-0.1939, -0.6436, 2.8526)
H (0.4470, 3.2889, 0.8880)
H (-0.5727, 2.4562, -0.0595)
H (1.0456, 1.7760, -1.3795)
H (1.2061, 1.3648, -2.8524)
O (1.3721, 1.0761, -1.9698)
H (-1.8270, -2.4138, -0.8637)
H (-2.6202, -3.7206, -0.9756)
O (-2.7142, -2.7814, -0.7686)
H (0.6769, -1.4712, -1.1225)
H (0.4860, -1.7218, -2.5370)
O (0.1951, -2.0906, -1.6812)

These are the Löwdin partial charges, in e, on atoms 1 to 8: number 1, C, carries -0.279; number 2, C, carries -0.270; number 3, N, carries 0.003; number 4, N, carries -0.017; number 5, H, carries 0.100; number 6, H, carries 0.108; number 7, H, carries 0.082; number 8, H, carries 0.115

Most stable: x